No. 1
Density functional theory data (wB97M-V/def2-TZVPD) for the ion C2H3N2O2 with charge -1.

As for the structure (SMILES): [O-]CN=C=NO. The HOMO-LUMO gap comes out at 6.79 eV. For the HOMO energy, the calculation gives -3.142 eV. The net charge is -1. As for the LUMO energy: 0.1341 Eh.

Structure (XYZ):
```
9
C2H3N2O2 | the OMol25 dataset | wB97M-V/def2-TZVPD
C 0.1124 0.3265 0.9137
C 0.9067 -1.1976 -0.9613
N 0.5365 -0.6687 0.4617
N -0.0132 1.5188 1.3140
O -1.1862 1.7666 2.0441
O 1.6950 -2.2083 -0.9050
H 1.3682 -0.1897 -1.1537
H -1.3938 2.6459 2.2883
H -0.0184 -1.2597 -1.5131
```

***

No. 2
Density functional theory data (wB97M-V/def2-TZVPD) for a structure of composition C38H53FeN4OP2.

The HOMO-LUMO gap (alpha / beta) comes out at 4.60 / 6.51 eV. For the HOMO energy (alpha / beta), the calculation gives -6.902 / -10.343 eV. The net charge is +1. The spin multiplicity is 5. As for the LUMO energy (alpha / beta): -0.0847 / -0.1408 Eh.

Structure (XYZ):
```
99
C38H53FeN4OP2 | the OMol25 dataset | wB97M-V/def2-TZVPD
C 0.7177 2.7164 1.1775
C -0.2710 2.7972 -0.9275
C 0.8836 4.1025 1.2078
C 0.2945 4.1091 -1.1019
C 0.8173 4.7994 -0.0041
H 1.1720 4.5415 2.1678
H 0.2517 4.5761 -2.0915
H 0.9787 5.8873 -0.0215
N 0.1534 2.0565 0.1629
P 1.2998 0.1740 2.2440
P -1.7909 0.6104 -1.4736
C 1.0425 1.9892 2.4796
H 1.8936 2.4397 3.0341
H 0.1798 2.1088 3.1612
C -1.0924 2.1935 -1.9190
H -0.6905 2.1937 -2.9448
C -1.8203 -0.6928 -3.0231
C -3.4436 1.6159 -1.4786
C 3.1516 0.1765 1.8277
C 1.0119 -0.6136 3.9761
C -1.1431 -2.0178 -2.6334
H -1.6104 -2.4439 -1.7381
H -1.2745 -2.7637 -3.4404
H -0.0664 -1.9047 -2.4632
C -3.2736 -1.0617 -3.3752
H -3.7628 -1.5013 -2.4944
H -3.8514 -0.2036 -3.7385
H -3.2862 -1.8294 -4.1717
C -1.0782 -0.1259 -4.2383
H -1.1153 -0.8595 -5.0681
H -1.5292 0.7891 -4.6409
H -0.0159 0.0610 -4.0105
C -4.5335 0.6837 -0.9620
H -4.1377 -0.0063 -0.1950
H -5.3013 1.3117 -0.4878
H -4.9793 0.0944 -1.7724
C -3.2700 2.8029 -0.5018
H -2.9614 2.4518 0.4925
H -2.5181 3.5204 -0.8583
H -4.2177 3.3569 -0.4418
C -3.6548 2.1585 -2.9185
H -2.8292 1.9377 -3.6177
H -4.5909 1.7940 -3.3673
H -3.6921 3.2572 -2.8656
C 1.4972 -2.0744 3.9501
H 1.0714 -2.6063 4.8186
H 1.1566 -2.5943 3.0420
H 2.5914 -2.1580 4.0222
C -0.5006 -0.6296 4.2638
H -0.9242 0.3823 4.3165
H -1.0586 -1.2245 3.5277
H -0.6455 -1.1029 5.2511
C 1.7004 0.1577 5.1246
H 1.2232 -0.1533 6.0697
H 2.7673 -0.0886 5.2119
H 1.5792 1.2483 5.0366
C 3.5128 1.1402 0.6651
H 4.6184 1.2178 0.5824
H 3.1826 0.7287 -0.2897
H 3.0711 2.1434 0.7903
C 3.5448 -1.2603 1.4279
H 2.9390 -1.6197 0.5814
H 4.6075 -1.2713 1.1172
H 3.4278 -1.9750 2.2575
C 4.0365 0.6578 2.9927
H 3.7460 1.6641 3.3244
H 4.0472 -0.0293 3.8477
H 5.0754 0.7407 2.6213
Fe -0.2636 -0.2788 0.4554
C -1.6333 0.3554 1.5347
O -2.3493 1.0471 2.1878
N 1.1467 -0.4460 -0.8832
C 2.0805 -0.2819 -1.6461
C 2.5976 0.1860 -2.8908
C 3.4138 -0.7345 -3.5325
C 2.4242 1.4910 -3.5061
C 4.2496 -0.3321 -4.5652
H 3.4575 -1.7586 -3.1516
C 3.2307 1.8379 -4.5892
H 1.6579 2.1649 -3.0892
C 4.1671 0.9487 -5.0909
H 4.9916 -1.0290 -4.9231
H 3.1019 2.8331 -5.0022
H 4.8049 1.3138 -5.8892
N -0.1346 -4.3230 1.0123
C 0.3569 -3.1140 0.6485
N -0.5928 -2.1693 0.8022
C -1.7586 -2.8116 1.2962
C -3.0382 -2.3535 1.6226
C -3.9570 -3.2841 2.1288
C -3.6084 -4.6301 2.3062
C -2.3339 -5.1009 1.9525
C -1.4551 -4.1593 1.4339
H 0.3750 -5.1949 1.0023
H 1.3688 -3.0289 0.2309
H -3.3035 -1.3078 1.4706
H -4.9659 -2.9561 2.3908
H -4.3448 -5.3239 2.7233
H -1.9985 -6.1354 2.0629
```

***

No. 3
Density functional theory data (wB97M-V/def2-TZVPD) for the ion C5H7N4O with charge -1.

The HOMO-LUMO gap comes out at 7.23 eV. For the HOMO energy, the calculation gives -3.381 eV. The net charge is -1. As for the LUMO energy: 0.1415 Eh.

Structure (XYZ):
```
17
C5H7N4O | the OMol25 dataset | wB97M-V/def2-TZVPD
C 1.0913 1.1052 -2.9283
C -1.0439 0.3421 1.4851
C -1.0432 -1.1616 1.1165
C -0.0607 -0.1927 0.5296
C 1.3456 -0.1708 1.1703
N 0.0896 0.6738 -3.5027
N -1.0297 -0.0868 -2.8230
N -0.9627 -0.2658 -1.5990
N 0.0045 0.1447 -0.8497
O 2.0357 1.7781 -2.6915
H -1.9177 0.8571 1.2503
H -0.7085 0.5757 2.4332
H -0.7420 -1.7578 2.0853
H -1.8569 -1.4810 0.4989
H 1.2721 -0.9950 1.9168
H 1.4780 0.8601 1.6099
H 2.0487 -0.2254 0.2985
```

***

No. 4
Density functional theory data (wB97M-V/def2-TZVPD) for an isolated molecule of C6H12O.

As for the structure (SMILES): CC[C@@H]1[C@@H](C)[C@@H]1O. The HOMO-LUMO gap comes out at 10.58 eV. For the HOMO energy, the calculation gives -9.561 eV. As for the LUMO energy: 0.0375 Eh.

Structure (XYZ):
```
19
C6H12O | the OMol25 dataset | wB97M-V/def2-TZVPD
C -1.0857 -0.5212 1.8736
C -0.0432 -0.6416 0.7844
C 0.3684 2.1367 -0.6700
C -0.3804 -0.2279 -0.6233
C 0.5263 0.7597 -1.3184
C 0.0190 -1.6442 -0.3413
O 1.2666 -2.0481 -0.8258
H -0.9533 -1.2026 2.7223
H -1.0218 0.5037 2.2555
H -2.1023 -0.6502 1.4862
H 0.9554 -0.3268 1.0897
H 0.6190 2.0720 0.3949
H -0.6724 2.4721 -0.7490
H 1.0021 2.9026 -1.1312
H -1.4452 -0.0894 -0.8151
H 0.2870 0.8170 -2.3862
H 1.5605 0.4069 -1.2357
H -0.7546 -2.4102 -0.4122
H 1.8484 -2.2705 -0.0895
```

***

Number 1: total energy -337.8957 a.u., largest force on an atom 3.55 eV/Å. Number 2: total energy -3720.1444 a.u., largest force on an atom 5.45 eV/Å. Number 3: total energy -488.8954 a.u., largest force on an atom 2.95 eV/Å. Number 4: total energy -311.0148 a.u., largest force on an atom 0.43 eV/Å.